1.
Computed, not measured: a gas-phase ion, C6H9N4 (charge +1) in a non-equilibrium geometry, with ωB97M-V with the def2-TZVPD basis set.

XYZ file:
```
19
Properties=species:S:1:pos:R:3:forces:R:3
C 2.217506 -0.666940 1.036110 1.15 -2.60 1.61
N 0.932261 -0.277181 0.641239 -3.00 0.41 1.00
C 0.776365 0.171312 -0.733325 3.28 1.27 0.11
N 0.272016 -0.511662 -1.656212 2.68 0.75 -0.25
C -0.923679 -1.026165 -1.687899 -1.55 -3.63 -0.58
N -1.923371 -0.249447 -1.600636 -0.87 0.35 -0.26
C -1.724486 1.054300 -1.312805 -0.72 -1.32 1.29
C -1.163518 1.319766 -0.080421 -0.36 1.53 -0.78
N -1.131261 0.410313 1.042591 0.31 -0.16 -0.66
C -0.076583 -0.249064 1.497328 -0.71 -0.25 -0.35
H 2.256529 -0.544390 2.171444 0.91 0.34 -1.76
H 2.303401 -1.773393 0.868873 0.22 0.79 0.03
H 2.932043 -0.211104 0.349736 0.38 0.32 0.86
H 1.659476 0.901494 -0.863675 -1.56 -1.02 -0.61
H -1.039667 -2.133510 -1.914964 -0.05 1.52 0.17
H -2.120853 1.686217 -2.119405 0.64 0.62 0.87
H -1.202598 2.319932 0.326059 0.23 0.36 -0.33
H -1.973926 0.586813 1.508691 -1.02 -0.65 1.77
H -0.069653 -0.807290 2.527271 0.03 1.38 -2.12
```
Forces are in eV/Å.

Results
Energy above the lowest of the compared OMol25 structures with the same formula, charge and spin (kcal per mole): 105.0
Net charge: +1
Orbital gap (eV): 9.4
HOMO level (eV): -13.539
E_LUMO (eV): -4.2

2.
Computed, not measured: a molecular structure, C4H6KO2 in a non-equilibrium geometry, with ωB97M-V with the def2-TZVPD basis set.

XYZ file:
```
13
Properties=species:S:1:pos:R:3:forces:R:3
H 1.225940 -0.497632 1.664525 -0.08 -0.79 -0.13
O 2.300580 1.156903 -0.103137 -1.29 -0.08 0.35
C 1.512312 0.086077 -0.427496 -0.48 -1.42 -2.06
C 0.992324 -0.726991 0.626203 -2.70 -2.57 -1.47
H 2.103561 1.901886 -0.679621 0.20 0.08 -0.19
H 1.628992 -0.308699 -1.440687 0.39 -0.06 0.47
H 0.417457 -1.700779 0.122096 3.30 0.94 2.24
C -0.160642 -0.015447 -0.039866 0.06 5.18 0.04
C -1.446912 -0.610088 -0.365618 0.60 -1.65 0.67
O -2.505856 -0.282318 0.159044 0.07 0.81 -0.65
K -4.337894 1.492951 1.330139 0.28 -0.32 -0.18
H -0.322266 1.062156 0.092855 -0.08 -0.21 1.04
H -1.407594 -1.558019 -0.938433 -0.27 0.07 -0.12
```
Forces are in eV/Å.

Results
Energy above the lowest of the compared OMol25 structures with the same formula, charge and spin (kcal per mole): 88.5
Net charge: +1
Orbital gap (eV): 8.3
HOMO level (eV): -12.180
E_LUMO (eV): -3.9

3.
Computed, not measured: a molecular structure, C32H44CuGe2I2O3, with ωB97M-V with the def2-TZVPD basis set.

XYZ file:
```
84
Properties=species:S:1:pos:R:3:forces:R:3
Cu 0.103126 1.247509 0.414342 -0.09 -0.01 -0.09
C -0.994929 4.420409 1.136534 0.00 0.01 0.01
C 0.086403 3.763593 1.988521 -0.01 0.00 0.00
C 0.062770 4.354006 3.396593 0.00 0.02 0.00
C 1.460590 3.968255 1.355615 0.00 0.00 -0.01
O -0.221119 2.369772 2.035237 0.00 0.04 -0.04
Ge 0.277544 1.148463 3.425083 0.00 -0.07 0.04
O -0.560914 -0.184088 2.379562 0.07 0.03 0.03
C -1.852583 -0.659854 2.733658 -0.03 -0.02 -0.05
C -2.872035 0.478968 2.668389 0.00 0.00 -0.01
C -1.834212 -1.273504 4.136242 0.02 0.00 -0.01
C -2.223119 -1.735142 1.719813 0.00 0.02 -0.01
O 1.908620 0.881957 2.561214 0.03 0.02 0.03
C 2.892189 -0.042190 2.987860 -0.01 -0.01 -0.03
C 2.909574 -0.207743 4.510345 0.00 0.00 0.01
C 2.625829 -1.396048 2.330202 -0.01 0.00 0.00
C 4.242468 0.507437 2.532694 0.01 0.00 0.00
H -0.807356 5.491265 1.024322 0.00 0.00 0.00
H -1.972499 4.278425 1.602269 0.00 0.00 0.00
H -1.010913 3.969955 0.142127 0.01 -0.01 0.00
H 0.186069 5.438422 3.348676 0.00 0.00 0.00
H 0.867548 3.945526 4.010757 0.00 -0.01 -0.01
H -0.887252 4.129502 3.885375 0.00 0.00 0.01
H 1.731135 5.027590 1.349614 0.00 0.00 0.00
H 1.454037 3.613100 0.321841 0.01 0.00 0.00
H 2.213378 3.402265 1.906142 0.00 0.00 0.00
H -2.642366 1.246124 3.411962 0.00 0.00 0.00
H -3.886285 0.111717 2.848304 0.00 -0.01 0.00
H -2.834728 0.941311 1.680723 -0.01 0.02 0.01
H -1.602189 -0.520352 4.891045 0.00 0.00 0.00
H -1.073347 -2.056000 4.185682 0.00 0.00 0.00
H -2.805138 -1.716020 4.373411 0.00 0.00 0.01
H -2.223396 -1.310337 0.716491 0.00 -0.02 -0.01
H -3.215915 -2.144802 1.923615 0.00 0.01 0.00
H -1.496383 -2.550164 1.748991 0.01 0.00 0.01
H 1.985417 -0.666344 4.870012 0.00 0.00 -0.01
H 3.017942 0.762618 4.999448 0.00 0.00 -0.01
H 3.744016 -0.846785 4.810496 0.00 0.00 0.00
H 1.628163 -1.743877 2.605982 0.00 -0.01 -0.01
H 3.366346 -2.142223 2.633585 0.00 0.01 0.01
H 2.657517 -1.295034 1.244517 0.00 -0.01 0.00
H 4.435551 1.466499 3.018074 0.00 0.00 0.00
H 4.231601 0.666999 1.453743 0.01 0.00 0.02
H 5.055037 -0.181698 2.777039 0.00 0.00 0.00
I 2.728307 0.724077 -1.247276 -0.10 0.00 -0.04
C 3.455501 0.392309 -3.147927 -0.03 0.01 0.05
I 0.243399 2.831451 -2.581884 0.03 -0.04 0.04
H 3.909709 -0.598456 -3.115001 0.02 0.00 -0.01
H 4.180625 1.185064 -3.327731 0.02 -0.02 -0.02
C 0.606635 0.996437 -1.461386 0.05 0.05 0.03
Ge -0.248844 -0.467450 -2.440559 0.00 -0.04 -0.05
C 0.606474 -2.144579 -1.919416 0.00 0.04 0.03
C 0.669909 -2.475154 -0.564290 0.01 -0.02 -0.02
C 1.276822 -3.652747 -0.152063 0.01 0.00 0.00
C 1.829270 -4.514761 -1.091007 0.00 0.01 0.02
C 1.776884 -4.193144 -2.439477 0.01 -0.01 -0.04
C 1.169188 -3.012881 -2.851118 -0.01 -0.01 0.03
C -2.113958 -0.588778 -1.832545 0.05 0.05 0.01
C -2.803132 0.521693 -1.347905 -0.01 -0.01 0.02
C -4.122783 0.412922 -0.928069 0.00 -0.01 0.00
C -4.774380 -0.810961 -0.990800 -0.01 0.01 0.01
C -4.102316 -1.924982 -1.473510 0.01 -0.02 0.00
C -2.781903 -1.811518 -1.887910 -0.01 0.00 -0.01
C -0.351938 -0.356151 -4.399813 -0.07 -0.02 0.02
C -1.568167 -0.620109 -5.032415 0.01 0.01 0.00
C -1.677533 -0.585727 -6.416520 0.01 0.01 -0.04
C -0.567653 -0.282782 -7.192562 0.00 -0.01 0.02
C 0.645307 -0.011763 -6.574645 0.00 0.00 0.01
C 0.754041 -0.045576 -5.190058 0.04 0.02 -0.02
H 0.257189 -1.800582 0.180969 -0.01 0.00 0.01
H 1.329382 -3.890051 0.903898 0.00 0.00 0.00
H 2.306646 -5.432863 -0.769839 0.00 0.00 0.00
H 2.214280 -4.859335 -3.173805 0.00 0.00 0.00
H 1.139210 -2.761527 -3.905807 0.00 0.00 0.00
H -2.301036 1.481596 -1.282170 0.00 0.00 -0.01
H -4.638727 1.283678 -0.541480 0.00 0.00 0.00
H -5.800892 -0.898350 -0.655551 0.00 0.00 0.00
H -4.601580 -2.885779 -1.514533 0.00 0.00 0.00
H -2.257842 -2.693089 -2.243554 0.00 0.00 0.00
H -2.449694 -0.846895 -4.444462 0.00 0.00 0.02
H -2.631989 -0.790528 -6.887256 0.00 0.00 0.00
H -0.648947 -0.251217 -8.272758 -0.01 0.00 0.00
H 1.514472 0.235844 -7.172998 0.00 0.00 0.01
H 1.703913 0.183167 -4.710903 0.00 -0.01 0.00
```
Forces are in eV/Å.

Results
Energy above the lowest of the compared OMol25 structures with the same formula, charge and spin (kcal per mole): 0.0
Net charge: -1
Orbital gap (eV): 7.0
HOMO level (eV): -4.513
E_LUMO (eV): 2.5

4.
Computed, not measured: 5 unconnected molecules or ions with the total composition C5H22N2O4 in a non-equilibrium geometry, with ωB97M-V with the def2-TZVPD basis set.

XYZ file:
```
33
Properties=species:S:1:pos:R:3:forces:R:3
C 1.339659 1.041292 -2.923615 -1.49 -0.20 -0.46
C 0.046642 0.805967 -2.076493 1.75 1.22 0.43
C 0.154814 1.783342 -0.883069 0.25 0.10 -0.62
C -0.092201 -0.601033 -1.510776 -2.88 -1.36 -1.29
N -1.067029 -1.399682 -2.380458 1.74 1.89 -0.28
C 1.097474 -1.503062 -1.281828 0.47 0.42 1.48
N 1.972324 -1.011951 -0.184754 1.14 -0.18 -0.59
H 1.678054 2.074997 -2.902478 0.19 -0.02 0.46
H 2.078192 0.330865 -2.603380 0.77 0.05 -0.10
H 1.092341 0.890111 -3.974922 0.26 -0.44 -0.10
H -0.778399 1.035520 -2.744490 -0.40 -0.14 0.42
H -0.596159 1.656492 -0.109560 -0.13 -0.14 -0.04
H 1.144578 1.653242 -0.442109 -0.11 -0.05 0.31
H 0.142915 2.814502 -1.235098 -0.18 0.10 -0.01
H -0.716924 -0.505667 -0.619319 0.73 0.07 0.51
H -1.806291 -1.806083 -1.852421 -0.01 -0.85 0.07
H -0.490556 -1.971112 -2.976392 -0.78 -0.76 -0.07
H 0.725674 -2.439411 -0.885130 -0.32 -0.24 -0.09
H 1.658287 -1.761431 -2.182615 -0.11 0.30 -0.32
H 2.740821 -1.683509 -0.120436 -0.36 -0.28 0.39
H 2.522478 -0.209298 -0.469503 -0.44 0.56 -0.18
O 1.315736 -2.274889 2.250646 1.79 -1.46 1.06
H 1.476426 -1.543500 1.668240 -0.80 0.74 -0.72
H 0.436375 -2.453037 2.552598 -0.83 0.51 -0.56
O -2.581723 1.570394 2.019041 0.46 -0.39 -0.39
H -1.901512 1.663740 2.694490 -0.04 0.07 0.18
H -3.373517 1.967546 2.366833 -0.43 0.19 0.30
O -1.346885 -1.910745 2.995623 0.08 0.11 0.53
H -0.787761 -1.374496 3.567583 0.18 -0.19 0.34
H -1.795746 -1.219461 2.518029 -0.56 0.23 -0.66
O -0.255005 3.121072 2.056659 0.64 -0.48 0.44
H -1.089510 3.006097 1.610286 -0.46 0.24 -0.40
H -0.118889 4.048848 2.228491 -0.12 0.38 -0.03
```
Forces are in eV/Å.

Results
Energy above the lowest of the compared OMol25 structures with the same formula, charge and spin (kcal per mole): 38.6
Orbital gap (eV): 9.2
HOMO level (eV): -8.970
E_LUMO (eV): 0.3

> What is the formula in the first record?

C6H9N4

> Among the records above, which one has the lowest HOMO level?

C6H9N4

> The lowest orbital gap belongs to which entry?

C32H44CuGe2I2O3